Entry 1:
Formula: C32H46BrN3P2STi
Source: the Open Molecules 2025 dataset
Level of theory: ωB97M-V/def2-TZVPD

ORCA input file:
```
! wB97M-V def2-TZVPD RIJCOSX def2/J DEFGRID3
* xyz 4 1
N -5.649 -2.155 3.966
C -4.705 -1.324 4.435
C -4.267 -0.210 3.707
C -4.814 0.046 2.427
C -5.826 -0.829 1.966
C -6.220 -1.904 2.782
C -4.302 1.116 1.585
Ti 0.578 1.039 -0.809
P 2.816 -0.092 -1.577
C -4.318 1.060 0.217
C -3.218 1.592 -0.598
C -3.052 1.084 -1.921
C -1.847 1.282 -2.583
C -0.864 1.871 -1.784
C -1.013 2.593 -0.559
C -2.311 2.500 -0.007
Br 1.328 2.523 -2.821
H -3.800 1.946 2.099
H -5.204 0.646 -0.288
H -3.468 0.422 4.113
H -6.290 -0.694 0.992
H -4.260 -1.569 5.417
H -6.996 -2.616 2.462
H -3.803 0.421 -2.353
H -2.576 3.040 0.900
H -1.602 1.046 -3.612
H -0.341 3.451 -0.337
P -0.439 -1.724 -0.954
C 3.191 1.497 -0.639
C 4.128 2.438 -1.446
H 3.572 1.242 0.367
H 2.262 2.133 -0.452
H 4.123 3.441 -0.994
H 5.166 2.089 -1.512
H 3.698 2.565 -2.448
C 2.720 -0.121 -3.434
C 4.037 -0.041 -4.193
H 2.108 0.751 -3.766
H 2.112 -0.998 -3.746
H 3.814 0.064 -5.268
H 4.623 0.841 -3.895
H 4.631 -0.955 -4.059
C 4.191 -1.194 -1.095
C 5.592 -0.614 -1.283
H 4.119 -2.157 -1.627
H 4.041 -1.412 -0.024
H 6.349 -1.370 -1.033
H 5.789 -0.303 -2.316
H 5.774 0.238 -0.621
C 0.310 -3.291 -0.226
C 1.831 -3.341 -0.222
H -0.108 -4.128 -0.808
H -0.060 -3.419 0.804
H 2.172 -4.315 0.153
H 2.256 -3.205 -1.221
H 2.248 -2.569 0.438
C -0.528 -2.295 -2.722
C -1.803 -1.967 -3.484
H -0.363 -3.386 -2.713
H 0.336 -1.829 -3.219
H -1.793 -2.481 -4.451
H -2.719 -2.271 -2.975
H -1.873 -0.896 -3.686
C -2.197 -2.007 -0.371
C -2.448 -2.485 1.062
H -2.654 -2.711 -1.070
H -2.672 -1.027 -0.516
H -3.522 -2.668 1.189
H -1.938 -3.428 1.305
H -2.175 -1.726 1.814
N 0.790 -1.095 1.901
C 1.438 0.088 1.776
N 0.803 1.239 1.318
C 1.002 2.292 2.241
C 0.213 3.436 2.391
C 0.459 4.310 3.449
C 1.487 4.041 4.364
C 2.242 2.864 4.272
C 1.958 1.986 3.236
S 2.667 0.396 3.016
H 1.271 -1.831 2.416
H -0.220 -1.192 1.768
H -0.609 3.624 1.705
H -0.134 5.216 3.560
H 1.712 4.751 5.155
H 3.045 2.623 4.973
*
```

The orbital gap (alpha / beta) comes out at 3.625 / 3.620 eV. The energy comes out at -5913.902334 hartree. The LUMO energy (alpha / beta) is -15.227 / -15.230 eV.



Entry 2:
Formula: C6H14N2O2
Source: the Open Molecules 2025 dataset
Level of theory: ωB97M-V/def2-TZVPD

ORCA input file:
```
! wB97M-V def2-TZVPD RIJCOSX def2/J DEFGRID3
* xyz 0 1
C 1.070 -2.411 -1.528
N 1.863 -1.205 -1.488
C 1.404 0.012 -1.075
C 2.388 1.158 -1.265
O 0.225 0.204 -0.785
H 0.453 -2.548 -0.652
H 0.418 -2.496 -2.399
H 1.760 -3.255 -1.601
H 2.824 -1.221 -1.761
H 1.929 1.893 -1.925
H 2.606 1.593 -0.289
H 3.337 0.874 -1.715
C -2.585 2.268 1.062
N -1.531 1.269 1.140
C -1.783 0.078 1.763
C -0.755 -1.039 1.606
O -2.836 -0.119 2.336
H -3.576 1.865 1.233
H -2.351 3.012 1.836
H -2.578 2.776 0.097
H -0.728 1.460 0.568
H -0.253 -1.137 2.577
H -1.250 -2.006 1.491
H -0.053 -1.023 0.776
*
```

The orbital gap comes out at 9.401 eV. As for the relative energy (zero: lowest compared OMol25 entry of this formula, charge and spin): 19.55 kcal per mole. The energy comes out at -497.026381 hartree. The LUMO energy is 0.541 eV. The SMILES is CNC(C)=O.CNC(C)=O.



Entry 3:
Formula: C6H12O
Source: the Open Molecules 2025 dataset
Level of theory: ωB97M-V/def2-TZVPD

ORCA input file:
```
! wB97M-V def2-TZVPD RIJCOSX def2/J DEFGRID3
* xyz 0 1
C -0.336 -3.230 0.934
C -0.705 -1.941 0.743
C 0.092 -1.096 -0.080
C -0.281 0.197 -0.271
C 0.021 1.173 -1.418
C -0.845 2.407 -1.210
H 0.629 -3.705 0.824
H -1.055 -3.984 1.256
H -1.574 -1.550 1.253
H 1.112 -1.313 -0.435
H -1.156 0.530 0.306
H 1.125 1.237 -1.326
H -0.098 0.678 -2.392
H -1.887 2.100 -1.321
H -0.716 3.107 -2.048
H -0.677 2.997 -0.308
O 2.292 0.479 1.724
H 1.481 0.856 1.354
H 2.575 1.058 2.416
*
```

The orbital gap comes out at 8.930 eV. As for the relative energy (zero: lowest compared OMol25 entry of this formula, charge and spin): 56.39 kcal per mole. The energy comes out at -310.969415 hartree. The LUMO energy is 0.726 eV. The SMILES is C=C/C=C/CC.O.



Entry 4:
Formula: C11H46N18O13
Source: the Open Molecules 2025 dataset
Level of theory: ωB97M-V/def2-TZVPD

ORCA input file:
```
! wB97M-V def2-TZVPD RIJCOSX def2/J DEFGRID3
* xyz 1 2
C 0.747 -0.735 0.256
O 1.524 -1.617 0.526
N -0.058 -0.190 1.196
N 0.567 -0.139 -0.872
H -0.819 0.430 0.959
H -0.080 -0.815 1.989
H -0.116 0.604 -0.841
H 1.289 -0.129 -1.578
C 1.746 -3.305 4.038
O 1.723 -4.458 3.726
N 1.579 -2.389 3.202
N 1.955 -2.732 5.239
H 1.992 -1.492 3.415
H 1.602 -2.589 2.212
H 1.485 -1.845 5.350
H 2.065 -3.388 5.998
C -2.883 1.881 2.714
O -2.325 2.955 2.919
N -3.075 1.371 1.558
N -3.294 1.015 3.652
H -3.749 0.628 1.437
H -2.856 1.901 0.726
H -3.130 1.262 4.618
H -3.672 0.110 3.410
C 0.872 3.982 0.580
O 1.243 4.599 1.585
N 1.164 2.729 0.388
N 0.099 4.568 -0.376
H 0.887 2.283 -0.474
H 1.737 2.299 1.100
H -0.023 5.567 -0.285
H -0.471 4.096 -1.063
C -1.530 2.169 -2.489
O -1.149 2.067 -1.320
N -0.752 2.084 -3.565
N -2.730 2.436 -2.858
H 0.238 1.912 -3.470
H -1.082 2.454 -4.445
H -3.010 2.324 -3.822
H -3.440 2.455 -2.140
C 0.261 -5.195 0.132
O 0.460 -6.335 -0.004
N -0.264 -4.693 1.187
N 0.623 -4.194 -0.642
H -0.347 -5.385 1.917
H -0.536 -3.729 1.317
H 0.898 -4.338 -1.603
H 0.572 -3.233 -0.338
C 2.190 3.548 -2.923
O 2.162 2.368 -2.862
N 2.819 4.330 -2.122
N 1.547 4.272 -3.808
H 3.179 3.972 -1.249
H 2.784 5.327 -2.280
H 1.597 5.280 -3.776
H 1.039 3.778 -4.528
C -3.268 -1.970 -2.778
O -3.289 -1.681 -3.957
N -2.262 -1.877 -1.958
N -4.283 -2.453 -2.112
H -2.321 -2.265 -1.027
H -1.401 -1.574 -2.390
H -5.169 -2.487 -2.596
H -4.423 -2.429 -1.112
C 0.288 1.268 4.632
O 0.890 0.215 4.896
N 0.328 1.948 3.492
N -0.550 1.823 5.450
H 0.751 1.444 2.726
H -0.352 2.683 3.357
H -0.922 2.757 5.353
H -0.615 1.312 6.319
C 1.738 -2.469 -3.772
C 2.131 -0.990 -4.077
O 2.340 -0.195 -2.918
O 2.896 -3.230 -3.323
H 1.384 -2.966 -4.675
H 0.826 -2.510 -3.176
H 1.283 -0.504 -4.560
H 2.990 -0.844 -4.732
H 2.162 0.735 -3.078
H 3.179 -2.884 -2.473
O 3.799 -1.777 -0.893
H 3.578 -1.023 -1.439
H 2.962 -2.058 -0.521
O -2.582 -2.101 2.860
H -3.370 -1.767 3.290
H -1.967 -2.260 3.577
*
```

The orbital gap (alpha / beta) comes out at 8.869 / 3.438 eV. The energy comes out at -2410.407053 hartree. The LUMO energy (alpha / beta) is -2.777 / -8.208 eV.



> Look up the energy of the first one.

-5913.902334 hartree